1.
C28H76BN4O9Ti as an isolated structure in a non-equilibrium geometry. Source: the OMol25 dataset; level of theory: ωB97M-V/def2-TZVPD.

Properties
LUMO energy (spin up / spin down)   0.0078 / 0.0065 hartree
E_HOMO (spin up / spin down)   -0.1507 / -0.3095 Eh
<S²>   3.75

Structure (ORCA input):
```
! wB97M-V def2-TZVPD RIJCOSX def2/J DEFGRID3
* xyz 0 4
Ti -2.35580 7.52313 -2.42577
B -0.08058 7.32945 -3.59834
H 0.92778 7.46396 -4.14751
H -0.98907 7.57543 -4.25000
H -0.10363 6.21163 -3.30979
H -0.01522 7.96493 -2.65024
C 0.38603 6.49279 -9.92163
O -0.17232 5.56332 -9.01317
C 0.34613 5.66045 -7.68930
C -0.13509 4.51594 -6.81849
N -1.18960 4.85636 -5.88657
C -2.44431 5.21817 -6.54488
C -3.46456 5.71478 -5.54164
O -4.55966 6.24348 -6.26411
C -5.77257 6.35302 -5.55887
H 1.47030 6.33449 -9.88748
H 0.05757 7.51185 -9.72761
H 0.14249 6.17685 -10.93544
H -0.01526 6.60345 -7.25850
H 1.43536 5.69652 -7.77242
H 0.71770 4.11913 -6.26558
H -0.44216 3.72053 -7.50556
H -0.88515 5.61545 -5.29159
H -2.75213 4.29485 -7.04012
H -2.23901 5.99179 -7.29741
H -3.06168 6.49767 -4.85675
H -3.82580 4.89986 -4.90322
H -5.74826 7.13924 -4.80215
H -6.01435 5.38519 -5.10820
H -6.53508 6.61671 -6.28982
C -2.60011 9.08301 -7.22387
O -2.82564 10.45082 -6.98456
C -3.83985 10.96827 -7.83402
C -4.09529 12.39782 -7.43482
N -4.56671 12.48925 -6.06118
C -4.80435 13.85581 -5.59834
C -5.23147 13.77281 -4.13640
O -4.22829 13.21121 -3.33677
C -4.17460 13.68038 -2.02216
H -2.00999 8.74018 -6.36800
H -2.04882 8.83806 -8.13639
H -3.49006 8.44802 -7.14748
H -4.76554 10.38425 -7.79299
H -3.43601 10.92925 -8.85390
H -4.76487 12.91277 -8.12456
H -3.13082 12.93139 -7.48069
H -3.92693 12.02762 -5.42817
H -5.63662 14.26621 -6.17415
H -3.92951 14.49546 -5.76877
H -6.16496 13.20382 -4.07131
H -5.43360 14.81240 -3.84128
H -4.06976 14.77202 -1.93714
H -3.26735 13.28173 -1.56849
H -5.07422 13.39283 -1.46287
C -5.20518 6.53629 -1.58069
O -4.58823 7.32663 -2.57701
C -5.17828 8.62271 -2.62260
C -4.27950 9.57822 -3.36955
N -3.06892 9.81467 -2.55996
C -2.05304 10.51817 -3.40311
C -1.00772 11.16141 -2.52251
O -1.65408 12.03035 -1.58316
C -0.78727 13.01585 -1.07569
H -6.27155 6.41950 -1.78563
H -5.03579 6.95397 -0.58136
H -4.74840 5.55125 -1.49268
H -5.42610 8.99111 -1.61851
H -6.16109 8.57172 -3.11225
H -4.81499 10.50656 -3.59215
H -4.02722 9.06249 -4.30155
H -3.27232 10.52353 -1.85652
H -2.50992 11.28755 -4.03107
H -1.53562 9.74480 -3.97325
H -0.33313 11.71032 -3.18565
H -0.43730 10.44914 -1.92054
H -1.28597 13.44249 -0.20048
H -0.59048 13.78556 -1.82812
H 0.12489 12.55560 -0.67370
C -1.20100 3.41334 -0.67603
C -1.91275 4.74451 -0.82468
C -1.20558 5.83442 -0.04871
O -1.97136 7.02219 -0.22772
C -1.62062 8.09723 0.60650
N -2.06216 5.07177 -2.26390
H -1.03673 3.07300 0.34984
H -0.22913 3.46994 -1.17538
H -1.74768 2.59670 -1.15339
H -2.92303 4.62766 -0.41343
H -0.18216 5.93556 -0.42538
H -1.25012 5.50273 0.99161
H -1.68006 7.86485 1.67434
H -2.23478 8.96169 0.35383
H -0.59587 8.43886 0.40220
H -1.15176 5.41214 -2.57858
H -2.16559 4.18685 -2.75035
C 1.21388 11.58036 -6.06772
C 1.40129 10.09946 -5.77002
C 2.65094 9.47246 -6.40723
O 1.52891 9.95521 -4.34895
H 2.01495 12.19220 -5.64934
H 0.28841 11.88734 -5.58178
H 1.22031 11.72296 -7.14985
H 0.51124 9.53646 -6.08269
H 2.63707 8.38899 -6.33619
H 3.53327 9.93891 -5.97580
H 2.61189 9.65596 -7.48953
H 1.13216 9.07676 -4.15054
C 4.39052 5.83762 -1.71878
C 3.06528 5.96393 -2.46805
C 2.49834 4.57329 -2.82739
O 2.16856 6.64033 -1.60030
H 5.24904 5.76015 -2.38407
H 4.38233 4.97579 -1.04523
H 4.54008 6.67033 -1.02878
H 3.19904 6.53265 -3.39345
H 3.23305 4.05089 -3.44912
H 1.64309 4.74916 -3.48292
H 2.24467 3.94249 -1.97883
H 1.31147 6.74072 -2.05253
*
```

2.
An isolated ion of composition C4H8NO and charge +1 in a non-equilibrium geometry. Source: the OMol25 dataset; level of theory: ωB97M-V/def2-TZVPD.

Properties
LUMO energy   -0.1408 hartree
Energy relative to the best compared isomer or geometry (same formula, charge and spin)   46.1 kcal per mole
E_HOMO   -0.5745 Eh
SMILES   C=C1[NH2+][C@]1(C)O

Structure (ORCA input):
```
! wB97M-V def2-TZVPD RIJCOSX def2/J DEFGRID3
* xyz 1 1
C 2.24123 -0.28795 -0.74905
C 1.09593 -0.29015 -0.12876
N 0.53732 0.06324 1.15097
C -0.34124 -0.48583 -0.02089
C -1.32987 0.51752 -0.54302
O -0.75717 -1.74288 0.20818
H 3.15479 0.01999 -0.26641
H 2.31192 -0.58930 -1.77926
H 0.67248 -0.66595 2.12557
H 0.51185 1.03260 1.45461
H -2.13122 0.67224 0.18005
H -1.77138 0.13539 -1.46346
H -0.85654 1.46961 -0.76299
H -1.71486 -1.81163 0.33362
*
```

3.
C4H7NS2 as an isolated structure in a non-equilibrium geometry. Source: the OMol25 dataset; level of theory: ωB97M-V/def2-TZVPD.

Properties
LUMO energy   -0.0205 hartree
Energy relative to the best compared isomer or geometry (same formula, charge and spin)   115.9 kcal per mole
E_HOMO   -0.3211 Eh

Structure (ORCA input):
```
! wB97M-V def2-TZVPD RIJCOSX def2/J DEFGRID3
* xyz 0 1
C 1.25265 0.95057 -1.44825
C 0.31220 0.75015 -0.28978
C -0.72653 -0.25509 -0.25171
C -0.81670 -1.31650 0.73078
H 0.66736 0.24558 -2.52360
H 2.52516 0.34813 -0.92858
H 1.20309 2.39486 -1.64438
H 0.77561 0.93530 0.80955
H -1.00450 -0.54227 -1.29285
H -0.77922 0.11303 2.11963
H -0.47823 -1.55211 2.68239
N -0.60760 -0.80737 1.93887
S -1.29675 1.68642 -0.13309
S -1.02655 -2.95071 0.23102
*
```

4.
One molecule with the formula C23H31N3O4S in a non-equilibrium geometry. Source: the OMol25 dataset; level of theory: ωB97M-V/def2-TZVPD.

Properties
LUMO energy   0.0176 hartree
Energy relative to the best compared isomer or geometry (same formula, charge and spin)   49.5 kcal per mole
E_HOMO   -0.3125 Eh
SMILES   CCN(CC)S(=O)(=O)c1ccc(N2CCOCC2)c(NC(=O)c2cc(C)cc(C)c2)c1

Structure (ORCA input):
```
! wB97M-V def2-TZVPD RIJCOSX def2/J DEFGRID3
* xyz 0 1
C -2.43623 -0.48923 -2.33953
C -3.02256 -0.07179 -0.99458
N -3.28620 -1.21874 -0.15246
C -4.56311 -1.89258 -0.28386
C -5.73855 -1.09711 0.27751
S -2.71776 -1.04970 1.41087
O -3.19398 -2.16562 2.17420
O -2.96159 0.27176 1.92777
C -0.95670 -1.21804 1.14565
C -0.46897 -2.12758 0.22866
C 0.89218 -2.20671 0.00750
C 1.79390 -1.37830 0.68746
N 3.14182 -1.35358 0.36636
C 3.58247 -1.78913 -0.94219
C 4.87284 -1.02674 -1.27269
O 5.87158 -1.25073 -0.30809
C 5.43113 -0.85748 0.97162
C 4.16228 -1.61946 1.36111
C 1.27561 -0.46920 1.63285
N 2.10053 0.49124 2.26351
C 1.97032 1.83612 2.06445
O 2.59861 2.63727 2.71856
C 1.02183 2.16901 0.95912
C -0.20013 2.75421 1.24766
C -1.12802 2.97467 0.23816
C -2.48654 3.49722 0.58219
C -0.78537 2.64539 -1.06619
C 0.44763 2.08637 -1.37600
C 0.79690 1.71700 -2.78678
C 1.34459 1.83434 -0.34878
C -0.09187 -0.41352 1.85804
H -1.50651 -1.03098 -2.18885
H -2.23523 0.39293 -2.94052
H -3.12892 -1.12883 -2.88041
H -2.30384 0.55194 -0.45970
H -3.93134 0.52002 -1.14958
H -4.46279 -2.82625 0.27214
H -4.71743 -2.12303 -1.34155
H -5.88838 -0.17054 -0.27222
H -5.54066 -0.85690 1.31914
H -6.64896 -1.68756 0.21515
H -1.15893 -2.76366 -0.30192
H 1.26853 -2.91923 -0.70993
H 2.82242 -1.54387 -1.68454
H 3.78799 -2.87060 -0.96810
H 5.28561 -1.36357 -2.22497
H 4.64661 0.04894 -1.33303
H 6.24827 -1.08238 1.65840
H 5.22526 0.22329 0.98583
H 3.82727 -1.32322 2.35157
H 4.39027 -2.69791 1.38179
H 2.72544 0.21743 3.00984
H -0.44333 3.01458 2.26679
H -3.03196 2.72125 1.12154
H -3.04560 3.76542 -0.31086
H -2.41352 4.36786 1.23059
H -1.49682 2.82703 -1.86025
H 1.83496 1.96109 -3.00266
H 0.15972 2.23912 -3.49607
H 0.66619 0.64446 -2.93477
H 2.30057 1.37978 -0.56599
H -0.50154 0.29402 2.56100
*
```